Entry 1:
Density functional theory data (ωB97M-V with the def2-TZVPD basis set) for C6H11NO as an isolated structure at a distorted geometry.

Geometry (Å):
C (0.826, -0.864, 1.109)
C (-0.967, -0.113, 0.870)
C (1.793, 0.255, 0.777)
C (-1.056, -0.335, -0.524)
C (-0.703, 0.689, -1.513)
C (-0.714, 2.006, -1.314)
O (0.917, -1.964, 0.404)
N (-1.077, -1.596, -0.993)
H (0.081, -1.948, -0.530)
H (0.695, -1.027, 2.185)
H (-1.577, -2.198, -0.339)
H (-0.939, 0.903, 1.249)
H (-1.514, -0.806, 1.499)
H (-0.478, 0.289, -2.496)
H (1.580, 1.159, 1.349)
H (1.770, 0.491, -0.287)
H (2.803, -0.082, 1.025)
H (-0.968, 2.447, -0.358)
H (-0.471, 2.694, -2.113)

Values from the calculation:
E_tot	-9935.337	eV
E_LUMO	-0.0003	hartree
ΔE to the lowest compared entry with this formula, charge and spin	71.9	kcal/mol
highest occupied orbital energy	-9.5	eV


Entry 2:
Density functional theory data (ωB97M-V with the def2-TZVPD basis set) for C6H11NO in the gas phase at a distorted geometry.

Geometry (Å):
C (-1.838, -0.402, -0.369)
N (-1.318, 0.830, -0.635)
C (0.100, 0.689, -1.185)
C (1.023, -0.460, -1.335)
O (1.193, -1.204, 0.002)
C (1.434, -0.526, 1.093)
C (0.235, 0.219, 1.308)
C (-0.102, 1.285, 0.217)
H (-1.263, -1.212, -0.075)
H (-2.434, -0.201, 0.564)
H (-2.450, -0.860, -1.127)
H (0.276, 1.560, -2.094)
H (0.476, -1.214, -2.057)
H (1.944, -0.409, -1.658)
H (2.307, 0.220, 1.080)
H (1.218, -1.228, 1.933)
H (-0.834, -0.287, 1.431)
H (0.220, 0.873, 2.426)
H (-0.186, 2.328, 0.479)

Values from the calculation:
E_tot	-9932.143	eV
E_LUMO	0.0343	hartree
ΔE to the lowest compared entry with this formula, charge and spin	145.6	kcal/mol
structure (SMILES)	CN1[C@@H]2COCC[C@@H]21
highest occupied orbital energy	-9.3	eV